Entry 1:
Density functional theory data (ωB97M-V with the def2-TZVPD basis set) for a structure of composition C39H30IrN5S3.

```
78
Properties=species:S:1:pos:R:3:lowdin_charge:R:1
Ir -0.454 0.605 0.594 1.07
N 0.333 2.241 1.631 -0.05
C 1.394 3.122 1.149 -0.23
C 2.197 3.717 2.112 -0.02
C 3.228 4.558 1.738 -0.05
C 3.453 4.783 0.389 -0.05
C 2.652 4.178 -0.560 -0.01
C 1.582 3.340 -0.211 -0.13
C 0.792 2.671 -1.280 -0.20
C 0.780 3.250 -2.559 -0.03
C 0.271 2.597 -3.663 -0.05
C -0.228 1.311 -3.525 -0.06
C -0.292 0.744 -2.263 -0.10
C 0.168 1.423 -1.130 -0.28
H 0.687 1.823 2.491 0.09
H -0.466 2.807 1.919 0.12
H 2.010 3.523 3.163 0.12
H 3.851 5.023 2.489 0.12
H 4.266 5.423 0.073 0.12
H 2.879 4.336 -1.603 0.11
H 1.180 4.245 -2.685 0.12
H 0.278 3.084 -4.628 0.12
H -0.596 0.766 -4.384 0.12
H -0.733 -0.238 -2.148 0.09
S -2.845 -6.061 -0.497 1.09
C -1.615 -7.222 -0.312 -0.38
C -0.422 -6.656 0.025 -0.16
C -0.508 -5.250 0.136 -0.11
C -1.769 -4.770 -0.119 -0.49
C -2.226 -3.385 -0.091 -0.17
C -1.294 -2.340 0.064 -0.05
N -1.639 -1.063 0.109 -0.05
C -2.952 -0.725 -0.019 -0.15
C -3.948 -1.685 -0.199 -0.11
C -5.304 -1.241 -0.378 0.02
C -5.609 0.074 -0.420 0.02
C -4.591 1.077 -0.264 -0.11
C -4.822 2.455 -0.365 0.09
C -3.777 3.355 -0.244 -0.17
C -2.500 2.826 0.022 -0.05
N -2.266 1.533 0.152 -0.03
C -3.282 0.656 -0.024 -0.14
C -3.958 4.797 -0.375 -0.49
C -5.135 5.498 -0.361 -0.10
C -4.949 6.893 -0.509 -0.15
C -3.637 7.232 -0.635 -0.38
S -2.617 5.867 -0.576 1.06
C -3.558 -3.029 -0.221 0.06
H -1.835 -8.266 -0.464 0.08
H 0.481 -7.224 0.191 0.11
H 0.336 -4.632 0.407 0.11
H -0.236 -2.542 0.151 0.07
H -6.078 -1.987 -0.500 0.13
H -6.630 0.396 -0.582 0.13
H -5.824 2.807 -0.574 0.14
H -1.644 3.483 0.122 0.09
H -6.106 5.044 -0.232 0.12
H -5.753 7.612 -0.520 0.12
H -3.214 8.215 -0.765 0.08
H -4.318 -3.792 -0.347 0.12
N 3.052 0.252 -0.660 0.19
C 2.920 -0.321 0.522 -0.74
S 1.394 -0.717 1.245 0.69
N 3.995 -0.697 1.205 0.06
C 5.352 -0.584 0.746 -0.25
C 5.747 -1.227 -0.420 -0.03
C 7.064 -1.113 -0.841 -0.05
C 7.975 -0.384 -0.090 -0.06
C 7.573 0.238 1.084 -0.05
C 6.255 0.146 1.504 -0.01
H 2.238 0.591 -1.154 0.08
H 3.972 0.492 -1.002 0.13
H 3.834 -1.061 2.133 0.14
H 5.042 -1.831 -0.977 0.12
H 7.382 -1.614 -1.745 0.12
H 9.003 -0.307 -0.416 0.12
H 8.286 0.798 1.674 0.12
H 5.929 0.634 2.414 0.12
```

Charge: +2
Maximum force (eV/Å): 0.5
LUMO level (eV): -6.17
Calculated total energy (a.u.): -3076.49095
HOMO level (eV): -12.7
Multiplicity: 1
Energy relative to the best compared isomer or geometry (same formula, charge and spin) (eV): 0.000
HOMO-LUMO gap (Ha): 0.240


Entry 2:
Density functional theory data (ωB97M-V with the def2-TZVPD basis set) for a structure of composition C7H14O2P in a non-equilibrium geometry.

```
24
Properties=species:S:1:pos:R:3:lowdin_charge:R:1
C 1.357 -0.773 0.328 -0.28
C 0.483 -1.860 -0.259 -0.21
C 1.396 0.645 -0.132 -0.26
C -0.869 -1.291 -0.618 -0.29
C 0.061 1.332 -0.158 -0.27
C -0.973 0.012 -1.289 -0.27
C -0.662 1.562 1.100 -0.12
O -3.361 0.399 -2.646 -0.44
O -2.645 2.158 -1.051 -0.42
P -2.646 0.736 -1.372 0.25
H 1.067 -0.672 1.425 0.11
H 2.392 -1.232 0.300 0.11
H 1.202 -2.132 -1.112 0.13
H 0.473 -2.593 0.611 0.12
H 2.115 1.215 0.509 0.11
H 1.777 0.740 -1.195 0.12
H -1.464 -2.006 -1.091 0.08
H -1.562 -1.061 0.283 0.11
H 0.117 2.204 -0.872 0.13
H -0.495 0.348 -2.286 0.12
H -0.507 0.787 1.749 0.03
H -1.657 1.748 0.816 0.02
H -0.336 2.579 1.484 0.10
H -3.123 0.114 -0.153 0.02
```

Charge: -1
Maximum force (eV/Å): 5.4
LUMO level (eV): 3.52
Calculated total energy (a.u.): -766.97004
HOMO level (eV): -4.4
Multiplicity: 1
Energy relative to the best compared isomer or geometry (same formula, charge and spin) (eV): 0.823
HOMO-LUMO gap (Ha): 0.291


Entry 3:
Density functional theory data (ωB97M-V with the def2-TZVPD basis set) for a structure of composition C30H48BrN3P2Pd in a non-equilibrium geometry.

```
85
Properties=species:S:1:pos:R:3:lowdin_charge:R:1
N 4.438 -4.896 -1.254 0.04
C 3.244 -5.452 -1.030 -0.16
C 2.100 -5.116 -1.764 -0.03
C 2.182 -4.094 -2.751 -0.22
C 3.481 -3.587 -3.032 -0.02
C 4.561 -4.004 -2.240 -0.15
C 1.002 -3.459 -3.311 -0.05
Pd -0.593 0.405 -0.173 0.13
P -2.040 2.138 0.553 0.83
C 1.046 -2.339 -4.106 -0.04
C 0.037 -1.314 -4.079 -0.23
C 0.350 0.055 -4.340 -0.02
C -0.364 1.057 -3.683 -0.14
C -1.478 0.691 -2.908 -0.58
C -1.952 -0.631 -2.866 -0.13
C -1.218 -1.617 -3.517 -0.04
Br -2.865 2.101 -2.641 0.81
H 0.033 -3.905 -3.048 0.11
H 1.895 -2.177 -4.779 0.12
H 1.139 -5.583 -1.525 0.11
H 3.650 -2.821 -3.779 0.10
H 3.183 -6.221 -0.238 0.11
H 5.555 -3.581 -2.399 0.11
H 1.191 0.306 -4.975 0.11
H -1.572 -2.631 -3.497 0.11
H -0.089 2.113 -3.775 0.10
H -2.858 -0.849 -2.334 0.09
P 1.588 0.829 0.401 0.83
C -3.703 1.339 0.389 -0.45
C -4.965 2.199 0.433 -0.17
H -3.744 0.576 1.186 0.07
H -3.652 0.766 -0.550 -0.01
H -5.836 1.533 0.387 0.07
H -5.062 2.758 1.368 0.04
H -5.049 2.886 -0.416 0.05
C -1.505 3.666 -0.352 -0.47
C -2.463 4.842 -0.221 -0.16
H -1.334 3.422 -1.416 -0.03
H -0.511 3.905 0.065 0.06
H -2.383 5.510 -1.090 0.07
H -3.509 4.516 -0.154 0.05
H -2.211 5.449 0.659 0.07
C -1.947 2.788 2.274 -0.40
C -3.243 3.387 2.828 -0.16
H -1.151 3.549 2.312 0.08
H -1.593 1.963 2.908 0.04
H -3.072 3.900 3.784 0.07
H -3.667 4.139 2.148 0.06
H -3.994 2.611 3.016 0.06
C 2.236 0.677 2.126 -0.42
C 1.506 1.443 3.220 -0.15
H 3.277 1.037 2.054 0.07
H 2.265 -0.397 2.365 0.07
H 2.104 1.372 4.139 0.07
H 1.382 2.505 2.975 0.06
H 0.524 1.003 3.431 0.05
C 2.140 2.545 0.067 -0.43
C 2.169 2.927 -1.408 -0.17
H 3.141 2.635 0.512 0.08
H 1.477 3.208 0.640 0.05
H 2.084 4.016 -1.501 0.07
H 3.118 2.636 -1.875 0.06
H 1.349 2.474 -1.979 0.03
C 2.648 -0.264 -0.647 -0.38
C 3.668 -1.141 0.085 -0.15
H 3.155 0.404 -1.361 0.06
H 1.951 -0.886 -1.238 0.04
H 4.620 -1.137 -0.469 0.07
H 3.876 -0.804 1.109 0.05
H 3.322 -2.183 0.126 0.04
C -2.342 -2.032 4.728 -0.03
C -1.518 -1.918 3.509 -0.32
C -0.635 -2.821 2.951 0.00
C -0.143 -2.239 1.760 -0.33
N -0.767 -1.053 1.568 -0.02
N -1.550 -0.868 2.662 0.03
C 0.817 -2.893 0.837 -0.04
H -3.148 -2.762 4.581 0.09
H -1.746 -2.409 5.567 0.08
H -2.794 -1.087 5.038 0.08
H -0.368 -3.789 3.339 0.11
H -2.111 -0.028 2.797 0.12
H 1.860 -2.744 1.169 0.07
H 0.659 -3.983 0.869 0.08
H 0.722 -2.568 -0.209 0.07
```

Maximum force (eV/Å): 2.5
LUMO level (eV): -0.53
Calculated total energy (a.u.): -4720.68003
HOMO level (eV): -5.3
Multiplicity: 1
HOMO-LUMO gap (Ha): 0.176


Entry 4:
Density functional theory data (ωB97M-V with the def2-TZVPD basis set) for a cluster of 2 separate species, C2H4N2O2 in total in a non-equilibrium geometry.

```
10
Properties=species:S:1:pos:R:3:lowdin_charge:R:1
C 0.124 1.397 0.477 -0.07
C 0.395 -0.031 0.246 -0.25
N -0.446 -0.862 0.760 -0.09
N -0.409 -1.088 -1.741 0.15
O -0.478 -2.109 0.576 -0.07
O -0.447 -2.181 -1.356 0.01
H -0.563 1.523 1.260 0.06
H 1.039 2.023 0.567 0.09
H -0.399 1.694 -0.406 0.07
H 1.183 -0.365 -0.384 0.10
```

Maximum force (eV/Å): 3.9
LUMO level (alpha / beta) (eV): -0.43 / -1.13
Calculated total energy (a.u.): -338.37426
HOMO level (alpha / beta) (eV): -9.2 / -8.1
Multiplicity: 1
Energy relative to the best compared isomer or geometry (same formula, charge and spin) (eV): 7.590
HOMO-LUMO gap (alpha / beta) (Ha): 0.322 / 0.255